Computed, not measured: C17H29BrF4LiMgNO10PV as an isolated structure at a distorted geometry, with ωB97M-V with the def2-TZVPD basis set.

Its net charge is +1. As for the LUMO energy (alpha / beta): -6.084 / -6.085 eV. The spin multiplicity is 2. As for the HOMO-LUMO gap (alpha / beta): 2.213 / 2.213 eV. The HOMO energy (alpha / beta) is -8.298 / -8.298 eV.

Positions of all 66 atoms, in Å:
P: 7.98586 -1.14415 -0.85894
C: 6.49263 -1.95861 -0.10293
C: 5.19475 -1.65890 -0.94410
C: 4.72149 -0.17351 -0.94842
O: 5.31920 -0.85358 -2.09409
H: 7.34809 0.13574 -1.06162
H: 7.68470 -1.61098 -2.23909
H: 8.83427 -2.28820 -0.62932
H: 8.40716 -0.66002 0.44263
H: 9.51673 -0.40896 -1.51389
H: 6.61579 -3.03940 -0.16659
H: 6.24936 -1.64174 0.90666
H: 4.42608 -2.42450 -0.92003
H: 3.69964 -0.47092 -0.74254
H: 5.43074 0.23409 -0.24439
C: -0.99883 -0.07919 1.29053
C: 0.02260 0.83253 1.92055
C: 1.45967 0.53407 1.49101
C: 1.82447 -0.84841 1.85233
N: 2.12772 -1.92944 2.11010
H: -0.83283 -1.11356 1.59428
H: -1.97393 0.21971 1.66001
H: -0.99984 -0.04110 0.19660
H: -0.08220 0.72645 3.01148
H: -0.20484 1.87525 1.66733
H: 2.14735 1.22106 1.98464
H: 1.57665 0.65651 0.40936
C: -3.85770 -3.69876 0.13711
C: -4.71292 -4.73571 -0.09993
C: -6.17235 -4.54516 -0.12887
O: -6.90890 -5.51724 -0.36611
C: -6.66471 -3.21517 0.12816
C: -5.78686 -2.20914 0.36061
C: -4.36077 -2.39158 0.36986
O: -3.59497 -1.36811 0.59117
O: -6.21739 -0.89391 0.59870
O: -4.28102 -5.97477 -0.31779
H: -2.78454 -3.83121 0.16039
H: -7.73810 -3.06859 0.12266
H: -5.38906 -0.37019 0.71140
H: -5.08182 -6.51629 -0.45807
Li: -3.89396 -0.76983 2.55897
F: -0.24341 -0.47476 4.38631
Mg: -7.44851 0.39889 -0.51470
O: 10.66803 -0.39152 -1.48052
H: 10.78070 -1.05466 -2.18008
O: 5.91846 -5.09608 0.66669
H: 5.36679 -4.90318 -0.09761
H: 5.28361 -5.28874 1.36630
O: 8.70823 -1.29396 -5.17194
V: 7.35413 -0.55494 -4.93364
C: -4.05361 7.53594 -0.97230
C: -4.52146 7.05189 0.38156
O: -5.27915 5.82331 0.26030
C: -4.57295 4.71680 0.15307
O: -3.38541 4.61591 0.14691
C: -5.52870 3.51299 0.08476
F: -6.60702 3.73402 -0.76645
F: -6.06081 3.23230 1.27697
F: -4.90067 2.38369 -0.29998
H: -4.89832 7.63974 -1.65386
H: -3.55482 8.49916 -0.87827
H: -3.35851 6.82896 -1.42495
H: -5.19732 7.77681 0.82816
H: -3.68940 6.91525 1.07035
Br: -5.32730 3.40758 -2.68692

=====

Computed, not measured: C17H29HgN3O4PS as an isolated structure, with ωB97M-V with the def2-TZVPD basis set.

Its net charge is -2. As for the LUMO energy (alpha / beta): 4.515 / 4.496 eV. As for the energy above the lowest of the compared OMol25 structures with the same formula, charge and spin: 145.2 kJ/mol. The spin multiplicity is 2. As for the HOMO-LUMO gap (alpha / beta): 5.252 / 5.231 eV. The HOMO energy (alpha / beta) is -0.737 / -0.734 eV.

Positions of all 56 atoms, in Å:
Hg: -0.21028 0.02287 1.21415
C: 1.76760 -3.42802 2.62225
C: 2.54427 -2.19446 2.25810
C: 2.70794 -1.17271 3.18894
C: 3.38892 -0.01084 2.86336
C: 3.92728 0.14697 1.59438
C: 3.77746 -0.86665 0.66024
C: 3.09322 -2.02664 0.99218
H: 1.37036 -3.92201 1.73620
H: 0.91646 -3.17323 3.25364
H: 2.40006 -4.14450 3.15582
H: 2.25382 -1.27819 4.16715
H: 3.46839 0.78682 3.59204
H: 4.42901 1.06838 1.32438
H: 4.16228 -0.74030 -0.34446
H: 2.94610 -2.79726 0.24419
N: -0.90123 -1.47313 -1.58423
C: -2.14526 -3.08382 -0.22765
C: -2.57019 -2.82460 1.23143
O: -3.70765 -3.32281 1.46916
N: -1.72349 -2.18749 1.99274
C: -2.12661 -1.99083 3.37042
C: -2.11288 -0.52796 3.89977
O: -2.20797 -0.41860 5.14371
O: -2.02471 0.41211 3.07048
H: -0.69974 -1.83293 -2.51619
H: -0.19326 -0.78915 -1.32069
H: -2.15532 -4.16771 -0.37139
H: -2.90738 -2.65877 -0.88265
H: -1.45174 -2.54912 4.03419
H: -3.13403 -2.38057 3.55687
O: 0.69685 -3.79683 -2.33996
S: 0.40570 -3.60581 -0.87904
N: -0.84226 -2.53844 -0.65595
C: -3.11930 2.86888 -2.03493
C: -2.16949 1.70647 -1.76865
P: -0.36760 2.00242 -2.05204
C: -0.10512 3.45560 -0.93076
C: 1.35385 3.57314 -0.49757
C: -0.44064 2.84337 -3.72369
C: 0.85772 2.67192 -4.50725
H: -4.14550 2.59369 -1.78319
H: -3.10775 3.17533 -3.08330
H: -2.86009 3.74121 -1.43246
H: -2.44529 0.82318 -2.34841
H: -2.23966 1.38616 -0.72477
H: -0.73079 3.28235 -0.05173
H: -0.44804 4.37875 -1.40917
H: 1.67326 2.64134 -0.02753
H: 1.49473 4.38674 0.21808
H: 2.00842 3.76258 -1.35340
H: -0.67450 3.90760 -3.61667
H: -1.26964 2.39360 -4.27805
H: 1.69145 3.15855 -3.99638
H: 0.78702 3.09736 -5.51206
H: 1.11524 1.61597 -4.59963

=====

Computed, not measured: C17H29I2N3O4PS3 as an isolated structure at a distorted geometry, with ωB97M-V with the def2-TZVPD basis set.

Its net charge is +1. As for the LUMO energy: -4.156 eV. The spin multiplicity is 1. As for the HOMO-LUMO gap: 6.656 eV. The HOMO energy is -10.812 eV.

Positions of all 59 atoms, in Å:
C: 4.49730 2.08465 1.32677
O: 4.65211 3.11434 0.32813
C: 3.34279 3.52112 -0.21722
C: 2.89839 2.37430 -1.24171
C: 1.27896 2.22577 -1.41270
C: 0.60499 1.54156 -0.08386
C: -0.89833 1.91534 0.21051
N: -2.07941 1.02351 -0.05954
P: -2.75954 1.55458 -1.64392
O: -3.31347 3.20693 -1.59047
O: -4.16218 0.75901 -2.18533
S: -1.56122 1.45680 -3.15147
C: -3.12436 1.60878 0.92786
C: -2.97805 1.05162 2.43447
O: -2.84430 -0.38456 2.53349
C: -1.70253 -0.87898 1.73177
I: 0.08254 -0.41725 2.76944
C: -2.00117 -0.44090 0.20302
I: -4.08195 -1.41964 0.24706
C: -1.49726 -1.41552 -0.95802
C: -0.05526 -1.38447 -1.55914
C: 0.16008 -2.57812 -2.66559
S: 1.79569 -3.43816 -2.27574
C: 1.31175 -4.61989 -0.93077
S: 0.83127 -6.16261 -1.41143
N: 1.32328 -4.32611 0.50962
C: 2.23372 -3.52220 1.33030
C: 1.70389 -3.66566 2.79610
N: 0.48843 -4.49045 2.83554
C: 0.33335 -4.83653 1.44556
H: 3.72773 2.31498 2.14264
H: 5.54266 1.93058 1.79976
H: 4.21212 1.04744 0.89475
H: 3.51731 4.54878 -0.68445
H: 2.66086 3.66424 0.69125
H: 3.36018 1.34647 -1.06268
H: 3.26959 2.70729 -2.28937
H: 0.76369 3.22104 -1.63801
H: 1.17470 1.54325 -2.34176
H: 0.94055 0.46024 0.04384
H: 1.24713 2.07056 0.73760
H: -0.90438 2.34984 1.28843
H: -1.06963 2.88213 -0.41903
H: -4.26416 3.18857 -1.29209
H: -4.90484 0.89676 -1.54794
H: -2.99809 2.76069 1.01699
H: -4.19851 1.53431 0.49593
H: -3.97358 1.31526 2.96726
H: -2.16827 1.64869 2.98007
H: -1.83163 -2.03246 1.75337
H: -1.67591 -2.50076 -0.58248
H: -2.25044 -1.30376 -1.83650
H: 0.71583 -1.62784 -0.72528
H: 0.32319 -0.43458 -2.06183
H: 0.20867 -2.10707 -3.72127
H: -0.69716 -3.33330 -2.67576
H: 3.13593 -2.92950 0.94504
H: 2.22999 -3.12398 3.66736
H: -0.57305 -5.49519 1.21145

=====

Computed, not measured: C17H29InO5P as an isolated structure at a distorted geometry, with ωB97M-V with the def2-TZVPD basis set.

Its net charge is -1. As for the LUMO energy: 2.564 eV. The spin multiplicity is 1. As for the HOMO-LUMO gap: 7.668 eV. The HOMO energy is -5.104 eV.

Positions of all 53 atoms, in Å:
C: -4.12905 -0.93384 3.02871
C: -3.09492 -1.53755 3.30009
In: -1.02935 -2.49828 3.19492
O: 0.35265 -1.28825 2.17701
C: 1.19637 -0.65813 3.01150
O: 0.89971 -0.27193 4.14006
C: 2.64980 -0.41923 2.44071
C: 3.87030 -0.69887 3.20789
C: 5.18262 -0.46798 2.54207
C: 5.28743 0.02504 1.14364
C: 4.03590 0.32843 0.39815
C: 2.73453 0.10350 1.05098
P: -0.32343 -3.20559 5.52504
O: 0.52276 -4.49349 5.44698
H: -5.00490 -0.41673 2.57060
H: -1.23004 -3.99523 2.21343
H: 3.85401 -1.09849 4.24902
H: 6.16474 -0.67974 3.04895
H: 6.27853 0.16823 0.63159
H: 4.06891 0.70446 -0.66385
H: 1.81404 0.32200 0.44397
H: 0.40231 -2.17871 6.22454
H: -1.48611 -3.53743 6.32309
C: 0.30103 4.19542 1.01381
C: 0.68510 4.07347 -0.45073
O: 0.46652 2.77977 -0.98743
C: -0.87393 2.30766 -0.97899
C: -1.82597 3.16743 -1.79313
H: 0.79676 3.42427 1.60781
H: 0.58334 5.17680 1.40146
H: -0.77501 4.07681 1.15823
H: 1.75568 4.26847 -0.55040
H: 0.17368 4.82918 -1.05739
H: -1.22974 2.19044 0.04925
H: -0.84801 1.30687 -1.41507
H: -1.94179 4.16181 -1.35487
H: -2.81325 2.70438 -1.83572
H: -1.45112 3.30002 -2.81054
C: -2.95559 -2.22363 -5.18049
C: -2.12946 -0.98464 -4.88007
O: -2.20442 -0.56770 -3.52797
C: -1.73960 -1.49541 -2.55520
C: -0.27166 -1.85442 -2.71224
H: -3.99048 -2.08385 -4.85968
H: -2.94306 -2.43992 -6.25111
H: -2.56793 -3.10105 -4.65855
H: -2.51240 -0.15350 -5.47744
H: -1.08488 -1.12582 -5.17784
H: -2.36754 -2.39174 -2.55340
H: -1.87891 -1.01643 -1.58406
H: -0.09015 -2.40145 -3.64086
H: 0.05557 -2.48509 -1.88407
H: 0.34491 -0.95302 -2.73813